(1)
Computed, not measured: an isolated molecule of CH4P2 at a distorted geometry, with the ωB97M-V functional and the def2-TZVPD basis.

Geometry as XYZ:
```
7
Properties=species:S:1:pos:R:3:forces:R:3
C -0.093885 -0.265179 -0.309116 -1.71 -1.36 -1.92
P -1.581552 0.395220 0.100458 0.97 1.13 0.67
P 1.487050 0.552803 -0.041470 -0.05 -1.43 1.37
H -0.073510 -1.233094 -0.955588 0.23 1.79 1.15
H -2.558398 -0.344484 -0.552144 -0.07 -0.96 -0.44
H 1.046245 1.563465 0.931429 0.28 -0.99 -0.37
H 1.774050 -0.668731 0.826434 0.34 1.82 -0.46
```
Forces are in eV/Å.

Results
Structure (SMILES): [H]/P=C/P
E_HOMO, eV: -8.952
Molar mass, g mol⁻¹: 77.99
Orbital gap, eV: 9.02


(2)
Computed, not measured: C19H21AgN5S3 as an isolated structure, with the ωB97M-V functional and the def2-TZVPD basis.

Geometry as XYZ:
```
49
Properties=species:S:1:pos:R:3:forces:R:3
Ag 0.001087 1.769174 -0.036524 -0.31 0.37 0.21
N 2.482526 1.995531 -0.360714 0.23 0.03 0.08
C 3.091240 2.967669 0.550732 0.05 0.11 -0.09
C 2.751703 4.408075 0.161283 -0.23 -0.17 0.10
C 1.336398 4.853979 0.536733 0.08 0.05 -0.11
N 0.332571 4.324767 -0.387124 0.12 0.25 0.05
H 2.622977 1.047604 -0.029428 -0.08 -0.04 -0.07
H 2.891772 2.065908 -1.285248 -0.04 -0.01 -0.02
H 4.186100 2.866630 0.596247 -0.03 -0.02 0.01
H 2.700820 2.766306 1.550464 -0.01 0.00 0.01
H 2.893806 4.527363 -0.920332 0.08 0.07 0.00
H 3.461938 5.074823 0.657083 0.03 0.00 -0.02
H 1.317540 5.952675 0.590000 0.01 -0.02 0.02
H 1.092828 4.469082 1.529446 -0.02 0.01 0.01
H 0.440109 4.730282 -1.309595 -0.02 0.01 -0.02
H -0.601045 4.549140 -0.060512 -0.07 -0.17 -0.05
S -2.522924 2.075491 -0.060490 0.18 0.05 0.00
C -2.723079 2.356249 1.655638 0.46 -0.10 0.10
C -4.069756 2.660865 2.011915 -0.47 0.14 0.15
N -5.169322 2.912466 2.256486 0.08 -0.04 -0.02
C -1.787134 2.316985 2.661438 -0.12 -0.05 -0.48
S -0.083257 1.977081 2.569633 0.08 -0.10 -0.22
C -2.238487 2.580296 3.990556 -0.18 0.10 0.47
N -2.561725 2.788858 5.078415 0.02 -0.02 -0.09
N 0.696750 -0.522571 -0.289354 0.48 -0.33 0.06
S 0.619757 -1.650607 -1.374410 -0.49 -0.15 0.13
C 1.061488 -3.223029 -0.603499 0.15 0.04 0.03
C 0.246929 -3.821101 0.349893 -0.04 0.05 -0.08
C 0.713053 -4.922148 1.047745 -0.03 -0.08 0.07
C 1.982584 -5.428027 0.798526 0.05 0.07 -0.08
C 2.789382 -4.831769 -0.160953 0.03 -0.11 0.08
C 2.331172 -3.726079 -0.858884 -0.14 0.15 -0.13
C -1.117159 -2.037976 -1.721299 0.20 -0.08 -0.15
C -2.107388 -1.234939 -1.187578 0.24 0.06 0.10
C -3.431738 -1.495332 -1.514417 -0.12 -0.09 -0.09
C -3.744080 -2.540525 -2.371760 -0.02 0.06 0.06
C -2.736081 -3.331401 -2.913002 0.06 -0.04 -0.06
C -1.412316 -3.077382 -2.594072 -0.04 -0.05 0.01
H 0.281966 -0.811834 0.596572 -0.10 0.03 0.00
H -0.745282 -3.429460 0.541217 0.02 0.02 0.01
H 0.084719 -5.386378 1.797180 -0.01 0.01 -0.01
H 2.345865 -6.282674 1.354353 -0.02 -0.01 0.00
H 3.780368 -5.221333 -0.357065 -0.01 0.00 -0.01
H 2.950314 -3.243128 -1.606052 0.04 -0.01 0.04
H -1.851543 -0.392210 -0.549517 -0.08 -0.04 -0.01
H -4.211060 -0.865187 -1.105727 0.04 0.04 0.03
H -4.777297 -2.737118 -2.629481 0.00 0.00 0.01
H -2.984184 -4.139192 -3.590607 0.01 0.00 0.01
H -0.612886 -3.685907 -3.003905 -0.05 -0.02 -0.03
```
Forces are in eV/Å.

Results
E_HOMO, eV: -3.266
Molar mass, g mol⁻¹: 523.48
Orbital gap, eV: 5.41
Charge: -1


(3)
Computed, not measured: C4H5FeO as an isolated structure at a distorted geometry, with the ωB97M-V functional and the def2-TZVPD basis.

Geometry as XYZ:
```
11
Properties=species:S:1:pos:R:3:forces:R:3
H 1.080842 1.573654 0.263945 0.75 -1.06 -0.82
C 2.581227 -1.423506 -0.402070 0.53 -0.03 -0.87
C 1.791775 -0.590242 0.279495 -0.98 0.47 1.34
C 1.038624 0.543362 -0.329632 0.74 1.26 -0.62
C -0.412380 0.647663 -0.101286 0.09 -2.08 2.22
O -0.957189 0.227390 0.968374 0.73 0.66 -1.22
Fe -2.446285 0.456305 -0.213218 -1.60 0.28 -0.34
H 2.761361 -1.292633 -1.472597 -0.12 -0.19 0.22
H 1.664790 -0.741923 1.356472 -0.11 0.06 -0.31
H 3.126926 -2.225093 0.099600 -0.14 0.28 -0.06
H 1.254239 0.705201 -1.395989 0.12 0.35 0.46
```
Forces are in eV/Å.

Results
E_HOMO (spin up / spin down), eV: -18.665 / -18.100
Multiplicity: 6
Molar mass, g mol⁻¹: 124.93
Orbital gap (spin up / spin down), eV: 6.90 / 4.46
Charge: +2
<S²>: 8.765


(4)
Computed, not measured: C28H46Cl2IrNOP as an isolated structure at a distorted geometry, with the ωB97M-V functional and the def2-TZVPD basis.

Geometry as XYZ:
```
80
Properties=species:S:1:pos:R:3:forces:R:3
P -0.185384 1.101789 -3.309683 0.16 -1.26 2.07
C -1.768496 0.218967 -3.367509 -0.60 0.49 0.10
C -2.388439 1.058675 -4.509281 -0.92 -0.26 -0.22
C -3.842730 0.627951 -4.797750 0.47 0.08 0.32
C -3.971974 -0.909004 -4.914201 -0.09 0.00 -0.19
C -3.285693 -1.759738 -3.816914 0.22 0.72 0.12
C -1.822535 -1.308251 -3.589622 0.38 -0.09 -0.07
C 1.273962 0.172326 -3.799547 0.68 0.26 0.01
C 1.255357 0.511787 -5.297925 1.11 -0.46 -0.65
C 2.626138 0.118619 -5.902159 -0.38 0.18 0.29
C 3.004955 -1.342465 -5.553979 -0.12 -0.14 -0.18
C 2.810202 -1.790426 -4.077454 -0.16 0.71 0.06
C 1.430498 -1.343083 -3.529032 -0.17 -0.02 0.42
C -0.103436 2.866023 -2.827284 0.09 0.76 0.72
C -1.159991 3.239368 -1.701406 -0.07 0.05 -0.29
C -1.194263 4.784915 -1.657233 0.03 -0.36 -0.30
C 0.182754 5.392688 -1.347831 0.04 0.28 0.09
C 1.368538 4.722443 -2.059063 -0.13 -0.34 -0.29
C 1.256046 3.183865 -2.089798 0.01 0.07 -0.26
H -2.310174 0.355345 -2.407565 0.33 0.41 -0.28
H -1.751120 0.953167 -5.414802 -0.42 0.05 0.35
H -2.391728 2.124993 -4.212298 0.05 -0.35 -0.28
H -4.159237 1.146973 -5.728147 -0.13 -0.46 0.53
H -4.443582 1.009209 -3.953690 -0.01 -0.19 -0.35
H -5.041262 -1.161767 -4.945719 0.25 -0.04 -0.17
H -3.519810 -1.193089 -5.874558 -0.18 -0.06 0.02
H -3.819544 -1.659213 -2.857900 0.07 -0.02 -0.27
H -3.310215 -2.831430 -4.097227 0.02 0.58 0.14
H -1.415600 -1.773489 -2.675478 -0.04 0.03 -0.38
H -1.190943 -1.624703 -4.438945 -0.39 0.21 0.17
H 2.171322 0.608615 -3.305357 -0.61 0.19 -0.22
H 3.355813 0.821417 -5.458360 -0.10 -0.27 -0.32
H 1.084743 1.592813 -5.454854 0.03 -0.38 -0.11
H 0.437671 -0.055117 -5.786088 0.27 0.28 0.15
H 2.569398 0.293040 -6.999267 0.37 -0.25 0.59
H 4.052328 -1.513714 -5.848760 -0.33 -0.06 -0.02
H 2.365307 -1.985675 -6.178673 0.23 0.01 0.05
H 2.925402 -2.886722 -3.993167 -0.13 0.51 -0.06
H 3.590739 -1.340400 -3.435539 -0.26 -0.14 -0.24
H 1.338524 -1.507040 -2.439474 0.16 -0.03 -0.38
H 0.626263 -1.926228 -3.992134 0.31 0.17 -0.04
H -0.227824 3.555920 -3.777075 0.17 -1.38 1.71
H -2.170574 2.862598 -1.910538 0.22 0.02 -0.04
H -0.856795 2.786254 -0.724172 -0.20 0.18 -0.85
H -1.507303 5.096805 -2.669395 -0.03 0.14 0.30
H -1.954889 5.156742 -0.943837 0.39 -0.26 -0.30
H 0.349866 5.366978 -0.267790 0.00 -0.10 -0.01
H 0.166305 6.451858 -1.640568 0.01 -0.11 0.20
H 2.328851 5.046669 -1.616096 -0.46 -0.18 -0.16
H 1.366999 5.023621 -3.120533 0.15 0.20 0.25
H 2.125334 2.769787 -2.617585 -0.16 0.08 0.08
H 1.255183 2.729632 -1.069788 -0.05 0.16 -0.83
Ir 0.313614 -0.711367 1.203719 -4.54 -1.92 -3.80
Cl 2.203221 0.336653 0.014192 0.78 0.66 -0.76
Cl -1.749858 0.420126 0.732383 -0.98 1.25 -0.35
C -0.489491 -1.971658 -0.144676 0.86 -1.49 -0.93
H -1.559673 -1.937326 -0.633290 1.79 -0.16 1.29
C 0.261621 -3.242522 -0.307056 -1.78 1.82 -0.22
C 1.666196 -3.153073 -0.276523 0.95 -0.62 0.16
C 2.439506 -4.311537 -0.203149 -0.89 0.44 -0.23
C 1.784802 -5.547538 -0.218686 -0.05 -0.72 0.08
C 0.375291 -5.639954 -0.299941 0.45 0.25 -0.12
C -0.392529 -4.495425 -0.375037 0.47 0.34 -0.12
H 2.128092 -2.153893 -0.256999 -0.27 -0.64 -0.02
H 3.522549 -4.228919 -0.133703 -0.12 -0.18 -0.06
H -0.125384 -6.598220 -0.295211 0.15 -0.27 -0.01
H -1.488926 -4.474138 -0.414039 0.44 -0.30 0.05
H 2.377617 -6.461399 -0.169487 -0.16 0.09 0.04
C 0.837929 0.369979 5.061680 -0.74 0.41 0.03
N 1.764256 -0.590468 4.473764 -1.03 0.31 0.80
C 2.823783 -1.408926 5.120170 -1.07 0.51 -1.47
C 1.384688 -0.535898 3.196248 1.70 -0.31 -1.45
O 0.527501 0.347431 2.840209 1.77 0.97 1.27
H 0.961526 0.467593 6.105003 0.20 0.05 1.29
H -0.198263 0.057040 4.751556 0.76 0.30 1.04
H 0.949055 1.331699 4.497929 0.09 -0.50 1.16
H 2.588023 -2.474897 4.887357 0.30 0.59 0.67
H 3.782299 -1.165711 4.602640 -0.44 -0.15 0.77
H 2.802874 -1.151374 6.201007 0.26 -0.44 -0.81
H 1.809922 -1.194974 2.387688 0.99 0.07 0.71
```
Forces are in eV/Å.

Results
E_HOMO (spin up / spin down), eV: -0.664 / -2.710
Multiplicity: 5
Molar mass, g mol⁻¹: 706.78
Orbital gap (spin up / spin down), eV: 2.80 / 3.76
Charge: -1
<S²>: 6.034


(5)
Computed, not measured: an isolated molecule of C10H20Br3F3INOP2 at a distorted geometry, with the ωB97M-V functional and the def2-TZVPD basis.

Geometry as XYZ:
```
41
Properties=species:S:1:pos:R:3:forces:R:3
C 0.226135 2.453541 2.403096 0.02 -0.06 0.46
C -0.535953 1.133817 2.381239 -0.01 -0.12 -0.31
P -0.561306 0.242951 0.722383 0.27 0.05 0.53
C 1.192839 -0.478107 1.135367 0.19 -0.29 -0.40
N 2.110777 -0.890059 0.079951 0.05 -0.25 0.48
C -1.355388 -1.440509 0.777556 0.23 -0.40 -0.33
C -0.725751 -2.621737 0.024945 -0.22 -0.05 0.52
C -1.078267 -2.860442 -1.446556 -0.06 -0.12 -0.42
F -1.876693 -3.983723 -1.510785 0.29 0.19 0.08
Br -2.180239 -1.452797 -2.209204 0.29 -0.19 -0.15
C 0.209637 -3.223658 -2.339413 -0.14 -0.63 -0.56
F 1.267882 -3.444518 -1.529493 -0.25 -0.19 -0.24
F -0.039673 -4.387814 -2.998341 0.21 0.87 0.50
Br 0.834992 -1.950163 -3.689907 -0.30 -0.12 0.45
C -0.006982 0.970100 -0.922590 -0.20 0.67 0.23
C 1.121316 2.017411 -0.874916 0.38 -0.50 -0.78
C 2.148293 1.780727 -2.009754 -0.13 0.56 0.22
I 0.349198 4.016720 -1.130493 0.01 -0.05 0.21
P -2.682205 1.125003 0.175183 -0.40 0.37 -0.58
O -2.510136 2.732432 0.539866 -0.19 -0.17 0.02
Br -4.051081 0.503533 1.866444 -0.08 -0.10 0.21
H -0.154191 3.180335 1.697264 0.02 0.05 -0.23
H 0.124489 2.888615 3.396936 -0.02 0.07 0.09
H 1.293281 2.312491 2.259134 0.13 0.04 -0.22
H -0.068161 0.440150 3.078474 0.03 -0.13 0.07
H -1.549061 1.290907 2.740593 -0.16 -0.08 -0.10
H 1.748391 0.196373 1.779807 -0.01 0.25 0.04
H 1.003914 -1.351437 1.765672 -0.08 -0.01 0.22
H 2.756694 -0.180216 -0.206034 0.00 0.13 -0.17
H 1.699609 -1.351203 -0.709394 -0.01 0.06 -0.23
H -1.304792 -1.710187 1.831588 0.03 0.09 0.20
H -2.413342 -1.415931 0.538948 -0.09 0.22 -0.01
H 0.338249 -2.699566 0.199722 0.16 0.22 -0.11
H -1.129422 -3.508592 0.512182 -0.01 -0.17 -0.03
H 0.295891 0.172199 -1.590941 0.08 -0.34 0.14
H -0.868157 1.419292 -1.412842 -0.13 -0.03 -0.07
H 1.666041 1.983544 0.058019 -0.15 0.33 0.31
H 2.508944 2.723482 -2.405587 0.10 0.10 -0.03
H 3.025586 1.264559 -1.632859 0.03 -0.33 -0.07
H 1.703192 1.242783 -2.839194 -0.02 -0.20 -0.08
H -2.534549 2.859693 1.493938 0.16 0.23 0.14
```
Forces are in eV/Å.

Results
Structure (SMILES): CCP(CN)(CC[C@@](F)(Br)C(F)(F)Br)(C[C@@H](C)I)P(O)Br
E_HOMO, eV: -7.061
Molar mass, g mol⁻¹: 655.83
Orbital gap, eV: 7.09


(6)
Computed, not measured: C6H11N3 as an isolated structure at a distorted geometry, with the ωB97M-V functional and the def2-TZVPD basis.

Geometry as XYZ:
```
20
Properties=species:S:1:pos:R:3:forces:R:3
C 1.396009 -1.335302 1.072004 -0.50 1.39 1.47
C 0.758381 -0.676862 -0.229952 1.71 0.93 -0.15
C 1.992392 -0.407181 -1.141463 -8.17 3.46 -0.82
C 1.007541 0.852390 -0.663564 3.50 -3.64 0.62
C -0.819409 1.222548 0.533364 2.72 -6.44 2.56
C -0.707604 -0.341379 -0.239832 -4.61 -2.31 0.66
H 1.166841 -0.293242 1.967675 0.64 -4.00 -1.94
H 0.704204 -2.474546 1.095064 2.42 3.70 0.76
H 2.724272 -1.506476 1.062572 -4.58 0.41 -0.06
H 1.786162 -0.450548 -2.156747 0.44 -0.23 -1.93
H 2.875672 -0.519108 -0.771056 5.04 -1.12 2.18
H 0.449692 1.151264 -1.484241 -0.96 -0.71 -2.30
H 0.406680 2.695973 -0.268144 0.84 -2.94 2.83
H -1.112614 0.844852 1.629552 0.45 1.71 -2.24
H -1.373039 1.842746 0.001015 -3.63 2.35 -1.59
H -3.800820 -0.565203 -0.798488 -0.26 -0.89 -0.29
H -3.198332 -0.420728 0.829597 0.08 1.16 -4.20
N 0.568100 1.718031 0.356236 0.03 3.90 -0.56
N -1.827609 -1.144878 -0.460475 3.69 4.69 -0.28
N -2.996520 -0.192347 -0.333118 1.15 -1.44 5.27
```
Forces are in eV/Å.

Results
E_HOMO, eV: -8.240
Molar mass, g mol⁻¹: 125.17
Orbital gap, eV: 8.97